Density functional theory data (wB97M-V/def2-TZVPD) for a 16-piece molecular cluster, C21H68BrFN2O18P overall.

* electronic energy: -144752.216 eV
* net charge: +1
* energy relative to the best compared isomer or geometry (same formula, charge and spin): 0.0 kJ/mol

Positions of all 112 atoms, in Å:
O 4.93817 2.13037 1.19256
P 4.18080 0.88770 1.09240
O 4.56291 -0.06278 -0.09661
O 4.32956 0.01547 2.40726
C 2.37280 1.22255 1.03085
C 1.55965 0.84093 2.09867
C 0.22622 1.11499 2.01213
C -0.24720 1.73972 0.85596
C -1.72164 1.96895 0.68921
C -2.42295 0.74563 0.14542
F -2.17560 -0.38017 0.94730
N 0.53179 2.11512 -0.13776
N 1.81523 1.85028 0.00226
Br 2.85884 2.45678 -1.43281
H 5.32920 0.35803 -0.55106
H 4.01732 -0.89694 2.30033
H 1.98881 0.36049 2.96218
H -0.47114 0.84940 2.79272
H -2.12938 2.13865 1.68861
H -1.94077 2.85687 0.10454
H -2.16254 0.56473 -0.89704
H -3.49428 0.93314 0.17606
C -1.78887 1.95118 -4.11328
O -1.81250 2.59436 -2.83650
H -2.09465 0.91683 -3.96597
H -2.48091 2.42911 -4.80862
H -0.78520 1.96294 -4.54250
H -1.54540 3.50903 -2.96743
C 5.11022 4.13298 -3.72850
O 4.25663 2.98600 -3.69078
H 5.33197 4.40539 -2.69955
H 6.04471 3.90397 -4.24274
H 4.61980 4.97415 -4.22100
H 4.05575 2.72512 -4.59449
C 8.19585 1.30481 -2.31134
O 6.98059 1.25380 -1.54524
H 8.13597 0.52980 -3.06692
H 8.29725 2.27613 -2.79675
H 9.06011 1.12083 -1.67710
H 7.03716 1.94279 -0.87356
C -5.22732 -0.01424 -2.26923
O -4.75257 1.26380 -1.85868
H -6.23722 -0.12490 -1.88461
H -5.25283 -0.09920 -3.35811
H -4.60601 -0.82115 -1.86362
H -3.85716 1.36935 -2.19860
C -3.58173 -0.17957 4.11726
O -4.33536 -0.23534 2.90457
H -4.28312 -0.15351 4.94676
H -2.94565 -1.06392 4.21850
H -2.96947 0.72308 4.15721
H -3.69816 -0.25496 2.18575
C 12.11575 2.27502 -3.64300
O 10.93277 2.26304 -2.84770
H 12.01857 1.48766 -4.38735
H 12.24004 3.23100 -4.15796
H 13.00337 2.07898 -3.03841
H 11.01620 2.96419 -2.18894
C 0.38909 -2.01923 -1.67114
O 0.42664 -1.48051 -0.34385
H 1.41207 -2.23759 -1.96797
H -0.20612 -2.92945 -1.68919
H -0.03778 -1.29184 -2.36876
H -0.48091 -1.28606 -0.09066
C -7.67171 -0.72809 4.83533
O -7.03572 -1.90272 4.34152
H -8.50797 -1.05181 5.44465
H -6.99608 -0.12803 5.45257
H -8.04482 -0.11249 4.01227
H -6.28855 -1.62948 3.79891
C -2.86681 -3.66455 -3.18493
O -2.29760 -3.64644 -1.87306
H -2.08860 -3.98163 -3.87346
H -3.69305 -4.37218 -3.24292
H -3.21685 -2.66829 -3.47258
H -2.98833 -3.37521 -1.26094
C -1.96521 -7.64328 -3.95422
O -3.22385 -7.01866 -3.72532
H -1.67950 -7.42434 -4.98005
H -1.19717 -7.25129 -3.28194
H -2.02927 -8.72682 -3.83192
H -3.48482 -7.21188 -2.82009
C -3.67110 2.68840 6.97584
O -3.04506 2.66009 5.69299
H -3.52043 1.71188 7.42860
H -3.22318 3.44800 7.61939
H -4.74327 2.87571 6.88871
H -3.17351 3.52187 5.28614
C -11.45861 -2.40487 4.03859
O -10.31647 -2.40070 4.88944
H -12.30168 -2.04729 4.62380
H -11.31322 -1.74028 3.18373
H -11.67938 -3.41191 3.67868
H -9.56238 -2.71963 4.37912
C 9.71083 -1.83167 -4.77940
O 9.68089 -1.22065 -3.49460
H 9.29468 -2.83001 -4.67183
H 9.10703 -1.27488 -5.50194
H 10.73202 -1.91706 -5.15867
H 10.05572 -0.33727 -3.57877
C -10.45536 -4.24594 8.30417
O -9.80676 -4.25451 7.04430
H -10.24401 -5.19683 8.78889
H -10.08380 -3.44014 8.94467
H -11.53981 -4.14420 8.19766
H -9.98786 -3.41446 6.60177
C 9.49602 5.36560 -2.89463
O 10.10342 5.17568 -1.62052
H 10.18406 4.96040 -3.63187
H 8.54970 4.82068 -2.96074
H 9.32265 6.42074 -3.11659
H 9.51748 5.52663 -0.94394

Forces on atoms 1 to 6 (eV/Å):
-0.2 0.2 -0.2
1.2 0.4 0.6
-0.2 0.3 0.0
-0.7 -0.3 -0.3
0.3 -0.5 0.0
-0.2 0.1 -0.1


Density functional theory data (wB97M-V/def2-TZVPD) for a 13-piece molecular cluster, C21H68O17 overall.

* electronic energy: -57682.254 eV
* energy relative to the best compared isomer or geometry (same formula, charge and spin): 0.0 kJ/mol

Positions of all 106 atoms, in Å:
C 1.68790 3.58050 -2.27040
O 1.63584 4.97130 -2.04537
H 2.16532 3.14415 -1.38992
H 0.66626 3.22148 -2.41729
H 2.33150 3.25926 -3.09432
H 1.66854 5.38771 -2.91176
C 1.21217 -0.51503 4.95268
O 1.47976 -1.21380 3.75496
H 0.91523 -1.18024 5.76970
H 2.10112 0.02583 5.28420
H 0.33473 0.10138 4.75777
H 2.11333 -1.92216 3.96298
C 0.97504 -3.61563 -1.35233
O 2.12922 -2.87723 -0.99711
H 0.79728 -4.40412 -0.61438
H 0.12214 -2.93373 -1.34363
H 1.08136 -4.11909 -2.31117
H 1.92571 -2.28618 -0.25461
C -3.48268 -0.53247 -4.37301
O -2.35295 -0.22691 -3.55336
H -4.33034 0.12158 -4.17907
H -3.28205 -0.39528 -5.44085
H -3.74731 -1.58425 -4.24835
H -1.68155 -0.88977 -3.76285
C 2.33294 -0.31633 -3.54421
O 2.61070 -1.39257 -4.45680
H 3.06005 0.48762 -3.67896
H 1.35889 0.12333 -3.74764
H 2.38465 -0.67732 -2.51626
H 3.55602 -1.55458 -4.45896
C -0.62368 -4.35149 1.96632
C -1.90629 -3.66657 1.57523
O -2.98901 -4.54980 1.41252
O -0.63526 -4.68374 3.34357
H 0.21378 -3.68278 1.73081
H -0.45117 -5.25571 1.38305
H -1.77875 -3.15316 0.61745
H -2.18465 -2.89559 2.30242
H -3.44101 -4.70810 2.24402
H -0.74955 -3.85225 3.81556
C 0.03216 -3.64689 -6.06526
C -0.65211 -3.15470 -4.80643
O -0.11825 -1.94194 -4.26655
O -0.74268 -4.72787 -6.55857
H 1.04372 -3.98922 -5.81597
H 0.17605 -2.88967 -6.83812
H -0.75422 -3.85376 -3.97418
H -1.67716 -2.89330 -5.08744
H 0.83893 -1.94359 -4.42739
H -0.73236 -4.75432 -7.51670
C 4.93295 -0.69637 3.81325
C 4.59008 -1.84374 2.88512
O 3.76340 -2.77741 3.58705
O 5.38880 0.35516 2.98408
H 5.74596 -1.05044 4.45626
H 4.14609 -0.31229 4.46409
H 5.49883 -2.32585 2.52085
H 4.09361 -1.45049 1.99336
H 3.63886 -3.54184 3.01521
H 5.83685 1.05349 3.46453
C -3.01593 -0.12051 1.84254
C -1.89136 -0.03630 2.87478
O -2.36146 -0.47806 4.14146
O -3.95224 0.93045 1.98411
H -3.50041 -1.09867 1.88973
H -2.60387 0.02050 0.84152
H -1.53189 0.99348 2.95979
H -1.05878 -0.67018 2.56635
H -2.93137 0.21213 4.49119
H -4.17259 1.04262 2.91305
C -3.90592 2.72400 -2.55369
C -4.02381 1.78513 -1.34991
O -4.85715 2.29823 -0.33771
H -2.99362 2.49508 -3.10736
H -3.71129 3.71591 -2.13925
H -4.74683 2.71153 -3.24438
H -2.99751 1.68181 -0.98348
H -4.43745 0.81013 -1.62507
H -4.67080 1.80906 0.47372
C 2.01108 2.80978 2.72358
C 2.20803 4.22350 3.24394
O 1.63216 5.12384 2.30544
H 0.96899 2.55933 2.52821
H 2.40254 2.04366 3.39829
H 2.54400 2.65782 1.78018
H 3.24831 4.47389 3.45469
H 1.60525 4.29163 4.15106
H 2.24676 5.09870 1.56242
C -0.33704 -0.03121 -0.79180
C 0.64074 0.20803 0.34559
O 1.20939 -1.01712 0.81605
H -0.63461 0.89832 -1.27817
H -1.24903 -0.53501 -0.46638
H 0.07758 -0.67418 -1.56938
H 0.27628 0.73939 1.22482
H 1.50716 0.71973 -0.08771
H 1.36998 -0.98649 1.76476
C -1.29036 3.81444 0.27273
C -1.33119 5.31619 0.51816
O -1.07670 5.60973 1.86296
H -1.20880 3.54690 -0.78294
H -2.21154 3.36709 0.65202
H -0.44819 3.37207 0.80841
H -2.32281 5.69138 0.26044
H -0.60132 5.83449 -0.11342
H -0.14511 5.41453 2.04079

Forces on atoms 1 to 6 (eV/Å):
0.1 -0.4 0.4
0.4 0.4 -0.4
-0.4 -0.2 0.1
0.2 -0.4 0.1
-0.1 0.3 -0.3
-0.1 0.3 0.2


Density functional theory data (wB97M-V/def2-TZVPD) for C21H69AlClFINO15PS as an isolated structure.

* electronic energy: -105160.210 eV
* net charge: -1

Positions of all 112 atoms, in Å:
C -0.63219 -0.53610 -3.91998
C -2.10116 -0.54062 -3.62185
F -2.79898 -0.09861 -4.78738
C -2.67532 -1.86099 -3.18009
Al -1.60112 -3.00900 -1.95583
C 0.02311 -3.84499 -2.79140
C -0.04417 -5.32345 -3.03542
C -1.24180 -5.76417 -3.86762
I 1.80911 -5.92970 -4.12332
N -1.04815 -2.04966 -0.33700
C -1.01626 -0.86360 -0.30208
S -1.03986 0.72998 -0.24418
P -3.20419 -4.65894 -1.26864
O -4.26670 -3.79911 -0.33282
Cl -2.20530 -5.92380 0.11296
H -0.39013 -1.14269 -4.78735
H -0.28185 0.47174 -4.13055
H -0.07493 -0.91340 -3.06681
H -2.32248 0.21107 -2.86421
H -2.82417 -2.48015 -4.06935
H -3.66853 -1.70058 -2.75803
H 0.19605 -3.36771 -3.75335
H 0.88872 -3.63562 -2.16447
H 0.05085 -5.89300 -2.12110
H -1.90869 -6.36274 -3.25102
H -1.82183 -4.90059 -4.17556
H -0.97702 -6.34627 -4.73857
H -3.85492 -2.99563 0.01337
C 0.30900 -2.08844 2.43874
O 1.28477 -2.51116 1.49002
H 0.67036 -2.34782 3.43098
H 0.15709 -1.01038 2.39393
H -0.64284 -2.60069 2.25705
H 0.94804 -2.28284 0.61677
C 1.27235 3.81713 2.01447
O 1.20119 2.85389 0.96949
H 2.15967 4.42814 1.85612
H 0.39481 4.46125 2.01872
H 1.34644 3.33510 2.99399
H 0.41239 2.31533 1.10259
C 0.40045 5.28433 -1.04716
O 0.05612 4.16969 -1.85981
H 0.68476 6.10141 -1.70183
H -0.44589 5.60292 -0.42687
H 1.24507 5.04516 -0.39937
H -0.18719 3.45064 -1.26372
C 1.13225 7.44538 2.70825
O 0.41717 6.40633 3.37535
H 1.24805 7.14490 1.66843
H 0.58428 8.39102 2.74276
H 2.12080 7.55545 3.15565
H 0.27895 6.66032 4.29193
C 1.17191 -5.68578 2.66875
O -0.19243 -6.05484 2.88077
H 1.72486 -5.96068 3.56465
H 1.59626 -6.21175 1.80947
H 1.24339 -4.61364 2.50047
H -0.69562 -5.78446 2.10320
C 5.04081 8.12606 4.91748
O 3.89005 7.36444 4.58511
H 4.78782 9.17289 4.76464
H 5.33330 7.98563 5.96178
H 5.89057 7.87357 4.27753
H 4.10330 6.42829 4.70662
C 3.86099 6.91560 -0.33557
O 2.93716 7.33431 -1.33332
H 3.66682 5.86166 -0.15143
H 4.89634 7.02617 -0.66970
H 3.72977 7.46483 0.60114
H 3.09177 8.26517 -1.51729
C -1.87153 3.35613 -6.39075
O -3.04842 2.65028 -6.76997
H -1.94259 4.37892 -6.75353
H -1.76372 3.37224 -5.30371
H -0.99204 2.88057 -6.83600
H -2.94541 1.75898 -6.41643
C 3.66449 3.41104 4.84192
O 3.55731 4.83409 4.74950
H 4.69045 3.12995 4.62109
H 3.41353 3.06681 5.85037
H 3.00192 2.92982 4.12403
H 2.63552 5.06041 4.91709
C 1.33234 0.65025 -7.16367
O 0.02999 0.10186 -7.00937
H 1.99051 0.16109 -6.45027
H 1.71428 0.47493 -8.17361
H 1.33809 1.72455 -6.95590
H -0.54930 0.53677 -7.64213
C 0.25946 1.43914 4.68923
O 1.18324 0.56154 4.06008
H -0.67289 1.36380 4.13592
H 0.06641 1.15476 5.72677
H 0.60301 2.47942 4.65976
H 2.01703 0.60334 4.53564
C -1.69654 -2.30256 5.55133
O -2.34703 -1.07182 5.86902
H -0.62786 -2.14266 5.66630
H -2.00742 -3.10473 6.22488
H -1.89631 -2.59727 4.51946
H -3.29297 -1.20300 5.76202
C -1.84706 -9.48610 3.15135
O -0.69176 -8.97605 3.79300
H -2.20321 -10.32545 3.74659
H -2.64263 -8.73724 3.09168
H -1.63127 -9.84440 2.14003
H -0.38445 -8.22026 3.27435
C -5.19032 -6.72669 -4.95102
O -4.35656 -5.67233 -4.50764
H -4.67252 -7.22109 -5.77047
H -5.37155 -7.46032 -4.15900
H -6.15562 -6.36305 -5.31867
H -4.78982 -5.23184 -3.76837

Forces on atoms 1 to 6 (eV/Å):
0.3 0.2 -0.3
-0.4 -0.1 0.4
0.1 0.2 -0.2
0.1 -0.1 0.1
0.3 -0.2 0.0
0.0 -0.2 0.3


Density functional theory data (wB97M-V/def2-TZVPD) for a 12-piece molecular cluster, C21H69N21O12 overall.

* electronic energy: -78765.550 eV
* energy relative to the best compared isomer or geometry (same formula, charge and spin): 155.1 kJ/mol
* SMILES: COC[C@H](C)N.COC[C@H](C)N.COC[C@H](C)N.NC(N)=O.NC(N)=O.NC(N)=O.NC(N)=O.NC(N)=O.NC(N)=O.NC(N)=O.NC(N)=O.NC(N)=O

Positions of all 123 atoms, in Å:
C -2.24092 6.31598 -2.09480
O -1.59877 5.07581 -2.16310
C -2.25896 4.07942 -2.91982
C -1.23646 3.09091 -3.47847
C -1.80121 2.17695 -4.58485
N -0.45391 2.35941 -2.46542
H -1.64321 7.04148 -1.54021
H -3.24302 6.25694 -1.66348
H -2.30803 6.86584 -3.04134
H -3.03745 3.69466 -2.25196
H -2.68708 4.60992 -3.77617
H -0.64479 3.78397 -4.08976
H -2.75964 1.80190 -4.22868
H -1.14227 1.33440 -4.80200
H -1.83251 2.70203 -5.53827
H 0.42273 2.08255 -2.90112
H -0.12297 3.07867 -1.82313
C 0.67787 0.28689 3.38055
O 0.94005 -0.52435 4.51084
C 1.04386 0.31064 5.69742
C 2.28892 1.18303 5.92990
C 3.37836 0.38601 6.58888
N 1.94876 2.37759 6.72251
H 1.46476 1.03781 3.28590
H -0.28273 0.79102 3.49433
H 0.52874 -0.22493 2.43035
H 0.17337 0.97727 5.67905
H 0.80023 -0.20753 6.62937
H 2.65788 1.49459 4.94939
H 3.19050 0.25232 7.65386
H 4.34635 0.87921 6.48268
H 3.47190 -0.54464 6.02609
H 1.22390 2.07320 7.36856
H 1.45798 3.05597 6.14883
C 1.02733 -2.48413 -4.70767
O -0.07559 -2.68764 -3.81764
C -0.72369 -3.93066 -4.07679
C -1.74933 -4.14823 -2.99175
C -2.64303 -5.34523 -3.18209
N -2.63917 -2.96686 -2.80431
H 1.24066 -1.41224 -4.69189
H 0.75042 -2.77240 -5.72052
H 1.94409 -2.86928 -4.25388
H -1.23594 -3.88752 -5.04783
H -0.08674 -4.81099 -4.21545
H -1.15293 -4.18715 -2.07511
H -3.13158 -5.37332 -4.15539
H -3.43136 -5.30066 -2.42845
H -2.08556 -6.24441 -2.91649
H -3.45974 -3.07952 -3.39057
H -2.22669 -2.09242 -3.10883
N -3.73917 -3.20745 2.06560
C -3.75777 -2.98998 0.72880
N -3.28306 -4.02392 0.04236
O -4.31601 -2.06526 0.10798
H -2.90766 -3.70070 2.35509
H -4.19995 -2.55656 2.67777
H -2.90653 -4.85913 0.45321
H -3.24812 -3.86155 -0.95419
N -3.87251 0.91876 -1.63061
C -5.20063 1.05162 -1.45043
N -5.85224 -0.11268 -1.18802
O -5.85964 2.05332 -1.74163
H -3.42364 1.63652 -2.16673
H -3.41976 0.03104 -1.52270
H -6.84331 0.03353 -1.24316
H -5.25588 -0.88383 -0.91319
N 3.40486 1.59618 -0.91482
C 4.30713 1.83850 -1.88289
N 5.35371 0.97993 -1.85053
O 4.27538 2.78641 -2.67191
H 2.60123 2.21451 -0.89888
H 3.41502 0.70151 -0.44794
H 5.37397 0.26824 -1.14762
H 6.11218 1.10963 -2.49511
N -0.44632 -5.75861 2.88956
C -0.27742 -4.74331 2.02572
N -0.75046 -3.57726 2.49379
O 0.13295 -4.95302 0.86444
H -0.17265 -6.69108 2.63716
H -0.84918 -5.46549 3.76105
H -0.64185 -3.19303 3.41750
H -0.87946 -2.86278 1.77015
N -1.33630 -0.54291 -1.08658
C -0.31149 -0.85128 -0.27870
N 0.73944 -0.00887 -0.36635
O -0.29362 -1.80767 0.51304
H -1.87830 -1.37624 -1.28066
H -1.22222 0.29575 -1.64130
H 1.50628 -0.29731 0.22572
H 0.87274 0.73258 -1.02870
N 4.12048 -0.38755 3.56571
C 4.16746 -0.44024 2.22399
N 5.23270 -1.07846 1.72420
O 3.22787 -0.09169 1.49947
H 3.22570 -0.13493 3.95108
H 4.88490 -0.83665 4.03346
H 5.50111 -0.96292 0.76342
H 5.99541 -1.26650 2.35472
N -0.70024 2.67066 2.00893
C -1.66703 3.66706 1.98901
N -1.90512 4.03464 0.71692
O -2.18706 4.13165 2.98320
H -0.33829 2.25372 1.16869
H -0.52005 2.34813 2.93762
H -2.64404 4.72116 0.66205
H -1.32704 3.91392 -0.09577
N 3.10530 -3.13332 0.11322
C 2.76925 -3.55247 -1.13406
N 1.45654 -3.52235 -1.37911
O 3.57494 -3.76572 -2.06267
H 2.27993 -2.91621 0.64974
H 4.01899 -2.77300 0.30069
H 0.83676 -3.41187 -0.58731
H 1.09761 -3.81703 -2.26608
N 0.73518 5.43176 0.34863
C 1.56352 4.49132 -0.21272
N 2.76235 5.05262 -0.48699
O 1.27696 3.29503 -0.31131
H -0.09532 5.10151 0.81088
H 1.07320 6.37095 0.29111
H 2.95857 5.89713 0.01294
H 3.52637 4.48917 -0.83131

Forces on atoms 1 to 6 (eV/Å):
-0.1 0.9 -0.1
1.2 0.2 0.4
-0.3 0.3 0.1
0.3 0.4 -1.4
0.0 -0.1 0.9
-0.3 0.7 -0.2


One value per record, in order, for frontier orbital gap: 6.303, 9.582, 7.056, 8.921 eV.